Molecular formula: C22H27BO16S
Method: DFT, ωB97M-V with the def2-TZVPD basis set

The HOMO energy comes out at -9.8 eV. The value obtained for the total energy is -2481.40220 Ha. The orbital gap comes out at 8.055 eV. Its SMILES is CCCC[C@]1(COC(C)=O)OS(=O)(=O)O[C@@H]1B(O)OC.O=C1C=C(O)C(=O)C=C1O.O=C1C=C(O)C(=O)C=C1O.

Cartesian coordinates (Å):
C -2.56 2.55 2.64
C -1.74 2.30 1.33
C -0.21 2.15 1.56
C 0.32 0.77 0.99
C 0.40 -0.33 2.06
C -0.70 -0.20 3.11
O -0.72 -1.30 4.01
C -1.96 -1.76 4.32
C -3.13 -0.82 4.56
O -2.13 -2.90 4.43
O 1.67 -0.46 2.72
S 2.07 -2.02 3.02
O 3.35 -2.39 2.59
O 1.87 -2.27 4.38
O 0.85 -2.66 2.17
C 0.36 -1.65 1.23
B 1.27 -1.70 -0.09
O 2.60 -1.99 -0.11
O 0.66 -1.38 -1.29
C -0.04 -2.51 -1.84
H -2.83 3.61 2.66
H -1.95 2.32 3.52
H -3.43 1.89 2.67
H -2.13 1.36 0.93
H -1.94 3.07 0.59
H 0.27 2.92 0.95
H 0.12 2.34 2.58
H -0.38 0.51 0.20
H 1.31 0.98 0.58
H -1.65 -0.04 2.60
H -0.45 0.69 3.69
H -2.83 0.19 4.88
H -3.66 -0.70 3.61
H -3.83 -1.24 5.28
H -0.69 -1.85 1.01
H 2.81 -2.92 0.07
H -1.12 -2.37 -1.76
H 0.26 -3.43 -1.32
H 0.19 -2.61 -2.90
O 5.72 6.74 2.09
C 5.02 5.82 1.71
C 5.44 4.43 1.77
C 4.63 3.46 1.32
O 4.97 2.18 1.35
C 3.28 3.78 0.74
O 2.59 2.86 0.33
C 2.85 5.17 0.70
C 3.67 6.13 1.16
O 3.32 7.42 1.14
H 6.41 4.21 2.18
H 4.22 1.68 0.97
H 1.87 5.38 0.30
H 4.08 7.90 1.52
O -3.38 -4.19 -8.89
C -3.07 -4.05 -7.72
C -2.52 -5.13 -6.90
C -2.22 -4.91 -5.62
O -1.72 -5.86 -4.83
C -2.43 -3.57 -4.98
O -2.16 -3.43 -3.80
C -2.96 -2.49 -5.80
C -3.26 -2.71 -7.09
O -3.74 -1.75 -7.88
H -2.37 -6.09 -7.37
H -1.59 -5.45 -3.96
H -3.09 -1.52 -5.33
H -3.87 -2.16 -8.75

Atom charges from the Löwdin analysis, given in e for atoms 1 to 8: atom 1 (C): -0.0965, atom 2 (C): -0.2249, atom 3 (C): -0.1644, atom 4 (C): -0.0709, atom 5 (C): -0.3873, atom 6 (C): -0.0986, atom 7 (O): 0.0204, atom 8 (C): -0.5426